[1]
Below is a structure of composition C60H47F9O8V2, with properties calculated with wB97M-V/def2-TZVPD.

Each line ends with the Mulliken charge.
Atoms and positions in Å:
1 O -3.453697 0.511484 -3.271558  -0.56
2 V -2.551448 -0.607807 -3.947995  1.39
3 O -2.979186 -0.950224 -5.390924  -0.62
4 O 3.311935 -4.145954 2.624944  -0.56
5 V 1.843502 -3.822192 2.096927  1.35
6 O 1.050857 -3.051205 3.204922  -0.53
7 C 0.623766 -1.138261 -0.958908  -0.33
8 C -0.316964 -1.303469 -1.941621  1.15
9 C -0.957972 -2.614560 -2.282449  0.77
10 O -1.814820 -2.748905 -3.197636  -1.21
11 C -0.637098 -3.776567 -1.642041  -0.83
12 C 0.355975 -3.664878 -0.547733  1.05
13 C 1.048670 -2.295630 -0.221293  1.14
14 O 1.917184 -2.223025 0.667045  -1.42
15 O 0.504991 -4.526743 0.348948  -0.47
16 O -0.685744 -0.200425 -2.528039  -0.85
17 H 0.966030 -0.137372 -0.741038  0.08
18 H -1.027050 -4.766407 -1.827937  0.43
19 F 4.797092 -0.757674 -3.944775  -0.33
20 C 4.068970 -1.686559 -4.560412  -0.19
21 C 4.577559 -2.450690 -5.644855  -0.31
22 C 3.829193 -3.491027 -6.196246  -0.46
23 C 2.520845 -3.739468 -5.757086  -0.73
24 C 1.949629 -2.918224 -4.758765  -0.34
25 C 2.741847 -1.908202 -4.186556  0.29
26 H 5.635487 -2.413108 -5.858838  0.42
27 H 4.329337 -4.065227 -6.962125  0.40
28 H 1.949185 -4.493226 -6.278097  0.47
29 H 0.951097 -2.976887 -4.351461  0.51
30 H 2.410863 -1.281883 -3.371346  0.32
31 F 1.027132 -5.882842 2.768120  -0.18
32 C 0.313238 -6.991904 2.464582  0.30
33 C -0.560058 -7.510000 3.422595  -0.38
34 C -1.328079 -8.624795 3.072129  -0.77
35 C -1.208704 -9.172575 1.819064  -0.35
36 C -0.215989 -8.791092 0.915548  -0.68
37 C 0.540280 -7.669456 1.271815  -0.07
38 H -0.817869 -7.064349 4.371978  0.44
39 H -1.992232 -9.050544 3.809707  0.40
40 H -1.902001 -9.957036 1.553802  0.42
41 H 0.008402 -9.333259 0.008847  0.49
42 H 1.207912 -7.264407 0.525755  0.44
43 F 0.453135 -11.187837 -4.709417  -0.31
44 C 0.542930 -10.038223 -4.006275  0.29
45 C -0.654287 -9.621550 -3.402404  -0.61
46 C -0.721104 -8.363507 -2.948018  -0.32
47 C 0.396670 -7.497644 -2.951776  -0.60
48 C 1.573541 -7.935490 -3.503541  -0.60
49 C 1.634405 -9.186324 -4.031114  -0.61
50 H -1.531158 -10.249508 -3.458681  0.48
51 H -1.701548 -8.013737 -2.660279  0.38
52 H 0.359533 -6.513970 -2.507481  0.83
53 H 2.385534 -7.227821 -3.582628  0.57
54 H 2.534776 -9.442271 -4.569837  0.40
55 F -2.208002 6.977498 -1.992701  -0.34
56 C -1.663024 5.781419 -1.647001  0.26
57 C -2.425848 4.618711 -1.841723  -0.55
58 C -1.817860 3.382104 -1.619024  -0.38
59 C -0.425752 3.385050 -1.301982  -0.48
60 C 0.330753 4.525262 -1.090324  -0.17
61 C -0.302967 5.785426 -1.223025  -0.92
62 H -3.462647 4.611155 -2.144038  0.46
63 H -2.352353 2.445747 -1.681971  0.42
64 H 0.145143 2.474308 -1.196897  0.54
65 H 1.374728 4.449786 -0.824186  0.68
66 H 0.270762 6.698875 -1.169686  0.48
67 F 2.267965 2.385434 -4.566105  -0.34
68 C 2.642260 2.672838 -3.312902  0.05
69 C 3.374377 3.841067 -3.070758  -0.41
70 C 3.673207 4.172183 -1.757316  -0.50
71 C 3.491426 3.200329 -0.753137  -0.69
72 C 2.925612 1.963672 -1.027001  -0.05
73 C 2.482636 1.733441 -2.276267  -0.22
74 H 3.648423 4.443893 -3.923932  0.46
75 H 4.280995 5.023461 -1.488385  0.45
76 H 3.828586 3.489287 0.231355  0.38
77 H 2.790684 1.297714 -0.187536  0.56
78 H 1.943245 0.821573 -2.485892  0.24
79 F -3.322997 -0.944097 -0.518987  -0.30
80 C -2.934539 -1.409953 0.686700  -0.15
81 C -2.776029 -2.786620 0.731769  0.02
82 C -2.486276 -3.382837 1.961882  -0.32
83 C -2.320815 -2.638271 3.104186  -0.46
84 C -2.398793 -1.264094 3.051543  -0.57
85 C -2.736457 -0.647734 1.837902  -0.52
86 H -2.872023 -3.376338 -0.167920  0.75
87 H -2.162803 -4.413238 1.967613  0.22
88 H -2.022214 -3.148071 4.008254  0.41
89 H -2.123470 -0.703153 3.932416  0.40
90 H -2.624598 0.425337 1.788638  0.54
91 F 2.275090 -0.022910 2.731112  -0.26
92 C 1.794906 1.238937 2.614180  -0.23
93 C 2.393867 2.232662 3.314019  -0.36
94 C 1.939653 3.538600 3.212612  -0.67
95 C 0.762849 3.803032 2.516731  -0.70
96 C 0.060226 2.805117 1.869996  -0.73
97 C 0.604676 1.493982 1.889090  0.36
98 H 3.297778 1.963760 3.840361  0.43
99 H 2.501467 4.301549 3.730959  0.42
100 H 0.486251 4.838932 2.387129  0.40
101 H -0.798423 3.039160 1.258161  0.62
102 H 0.153786 0.655849 1.378576  0.71
103 F -7.276333 -6.942443 -0.995196  -0.33
104 C -5.960298 -6.697607 -0.813443  0.34
105 C -5.335601 -7.020429 0.387732  -0.63
106 C -3.950256 -6.812411 0.578815  -0.44
107 C -3.205439 -6.240772 -0.434830  0.35
108 C -3.814932 -5.825446 -1.558716  -0.36
109 C -5.133695 -6.159698 -1.765295  -0.78
110 H -5.982436 -7.403378 1.163214  0.40
111 H -3.638673 -7.187399 1.542507  0.46
112 H -2.189000 -5.900965 -0.301436  0.19
113 H -3.182497 -5.222533 -2.193477  0.48
114 H -5.597988 -5.728287 -2.639767  0.37
115 F 3.407405 -4.582710 0.082338  0.16
116 C 4.153124 -4.891385 -0.997470  0.01
117 C 4.825154 -3.880635 -1.708734  -0.44
118 C 5.670242 -4.204949 -2.775718  -0.85
119 C 5.756034 -5.549608 -3.211358  -0.32
120 C 5.137469 -6.573583 -2.528836  -0.95
121 C 4.265556 -6.241424 -1.458546  -0.03
122 H 4.638071 -2.869465 -1.378664  0.54
123 H 6.226007 -3.443419 -3.302577  0.54
124 H 6.370615 -5.765066 -4.072905  0.39
125 H 5.367396 -7.561418 -2.899928  0.43
126 H 3.811967 -6.995016 -0.831840  0.51

Force components x, y, z for each atom (eV/Å):
0.30 -1.21 -1.21
1.90 -0.48 3.83
-0.39 0.39 -0.90
-1.53 0.44 -0.16
0.43 0.31 -0.88
0.24 -0.36 -0.05
0.69 -2.31 1.18
-0.38 2.96 -0.38
-0.11 -1.83 -0.39
-1.68 3.41 -1.57
3.78 0.05 3.22
-2.06 0.46 -0.13
-0.85 1.63 -1.92
0.05 -1.66 1.25
1.04 0.20 0.29
-1.51 -2.28 -1.57
0.16 -0.15 0.12
-0.29 0.29 -0.23
0.21 0.06 0.06
-1.23 -1.80 -2.10
0.23 0.07 1.73
-0.30 0.84 0.74
-0.20 0.77 0.00
1.54 0.41 -0.18
0.78 0.16 0.25
0.07 0.42 -0.33
-0.32 -0.26 -0.08
-0.16 -0.15 0.24
-0.19 -0.52 -0.38
-0.49 -0.03 0.09
0.53 0.86 0.02
-0.95 -1.87 0.18
-0.44 0.08 -0.47
0.60 0.83 0.07
-0.03 -1.21 -0.74
-0.11 0.93 1.40
-0.07 0.35 -0.58
0.64 0.38 0.06
-0.23 0.09 -0.11
0.12 -0.30 -0.07
-0.28 0.14 -0.14
0.36 0.13 0.18
0.84 0.07 0.29
-1.13 0.71 0.16
0.88 -1.68 -1.34
0.01 2.36 0.93
-0.90 -0.38 0.43
-0.51 1.30 0.67
0.69 -1.95 -1.36
0.02 -0.12 0.02
0.02 0.27 0.45
-0.25 0.14 -0.13
0.31 -0.21 0.03
0.02 -0.44 -0.07
-0.04 -0.30 0.34
1.15 -0.11 -0.12
0.59 -0.24 0.50
2.05 0.96 0.39
-0.59 -0.59 -0.02
-1.54 1.25 -0.19
-1.06 -1.30 -0.88
-0.04 0.52 -0.03
-0.07 0.01 -0.21
-0.44 -0.41 0.00
-0.13 0.04 -0.03
-0.23 0.17 0.13
-0.18 -0.13 0.08
1.38 0.04 1.45
-1.02 -0.30 -0.44
0.94 -1.64 0.45
0.34 1.25 -0.32
0.57 1.42 1.73
-1.23 -0.50 -2.59
-0.09 0.29 0.05
-0.25 0.34 -0.24
-0.08 -0.32 0.25
-0.05 -0.41 -0.21
-0.02 -0.12 -0.27
0.28 0.92 0.16
-0.18 -1.29 0.75
-0.10 -0.03 0.82
0.64 -0.14 -1.11
0.22 -0.18 0.38
-0.23 -0.08 -0.75
0.70 0.51 -0.18
-0.10 0.02 -0.01
-0.48 -0.34 0.05
0.01 0.09 0.15
-0.18 0.33 -0.11
-0.50 0.19 -0.18
-0.20 0.43 -0.34
-2.21 -0.28 -0.60
1.26 0.40 0.16
-0.41 -0.48 0.15
0.63 0.77 0.00
1.17 -1.55 -0.12
0.49 0.27 0.53
0.08 0.20 0.26
-0.14 0.24 -0.10
-0.34 0.06 0.13
-0.10 -0.10 0.15
-0.25 0.01 -0.09
0.70 0.32 -0.12
1.56 -0.55 0.99
-0.14 -0.01 -0.05
-2.14 -0.93 0.17
1.12 0.21 2.06
-0.06 -0.18 -0.54
-1.57 1.72 -1.97
0.23 -0.20 0.30
0.82 0.36 -0.04
0.33 -0.45 0.39
-0.59 -0.01 -0.79
-0.19 -0.29 -0.39
0.11 -0.30 -0.57
1.24 -1.47 -2.61
-0.31 -0.43 0.59
-0.93 -1.11 0.13
0.52 1.45 0.34
-0.91 1.08 0.49
0.67 0.93 0.98
0.32 0.24 -0.04
-0.12 0.13 0.04
0.13 -0.09 0.00
-0.54 -0.34 0.44
-0.17 -0.25 -0.16

Calculated values
HOMO in eV: -8.812
Spin multiplicity: 1
Orbital gap in eV: 6.63
DFT total energy in eV: -155192.3351
Lowest unoccupied orbital energy in eV: -2.2
Energy above the lowest of the compared OMol25 structures with the same formula, charge and spin in kJ/mol: 285.92

=====

[2]
Below is a structure of composition C3H6AgLiO5, with properties calculated with wB97M-V/def2-TZVPD.

Each line ends with the Mulliken charge.
Atoms and positions in Å:
1 H -2.310073 -1.529911 0.744619  0.19
2 C -2.239096 -0.825445 -0.116451  -0.36
3 C -0.821470 -0.269845 -0.137957  -0.21
4 O 0.190441 -1.148393 -0.575255  -0.59
5 Li -2.819525 1.919025 0.172098  0.60
6 O -3.145783 0.207055 -0.041071  -0.93
7 H -2.358713 -1.451274 -1.031127  0.21
8 H -0.589205 0.106945 0.880350  0.23
9 H -0.838753 0.601168 -0.826167  0.22
10 C 2.430186 0.394506 0.300923  0.82
11 O 2.315431 1.037855 1.372815  -0.67
12 O 3.469823 -0.487761 0.190026  -0.47
13 H 3.230486 -1.280139 0.684051  0.32
14 Ag 0.670507 2.466803 0.430865  0.05
15 O 1.987854 0.814621 -0.832343  -0.81
16 H 0.827883 -0.555210 -1.215381  0.40

Force components x, y, z for each atom (eV/Å):
-0.11 0.12 -0.21
0.05 -0.43 -0.18
0.21 0.71 -0.15
1.85 1.14 -2.24
0.28 -0.70 -0.06
-0.07 0.66 0.25
-0.05 0.18 0.19
0.00 -0.01 -0.22
-0.14 -0.16 0.31
1.40 3.87 -1.66
-0.73 -1.38 -0.06
-0.33 -1.51 0.12
0.22 0.01 0.21
-0.53 0.31 -0.03
-0.21 -0.95 1.20
-1.85 -1.87 2.51

Calculated values
HOMO (spin up / spin down) in eV: -2.427 / -4.881
Spin multiplicity: 2
Orbital gap (spin up / spin down) in eV: 4.81 / 7.22
DFT total energy in eV: -17650.3956
Lowest unoccupied orbital energy (spin up / spin down) in eV: 2.4 / 2.3
Charge: -1
Energy above the lowest of the compared OMol25 structures with the same formula, charge and spin in kJ/mol: 0.00

=====

[3]
Below is a structure of composition C6H9O2, with properties calculated with wB97M-V/def2-TZVPD.

Each line ends with the Mulliken charge.
Atoms and positions in Å:
1 O -4.222555 -1.063636 0.359719  -0.77
2 C -2.933529 -1.038844 0.731626  0.48
3 O -2.547777 -1.389253 1.897384  -0.68
4 C -1.856224 -0.518403 -0.318052  -0.65
5 C -0.527872 0.163343 0.396120  -0.42
6 C 0.403018 0.846971 -0.611387  -0.37
7 C 1.794600 0.170625 -0.421054  -0.20
8 C 2.933194 0.878436 -0.028643  -1.14
9 H -1.341895 -1.133485 -1.058004  0.37
10 H -2.217896 0.417021 -0.742860  0.21
11 H -0.121002 -1.042580 1.021348  0.18
12 H -1.101627 0.669193 1.213331  0.39
13 H 0.371353 1.810237 -1.122751  0.36
14 H 2.061914 -0.860152 -0.822525  0.39
15 H 2.593863 1.003471 -1.255111  0.34
16 H 3.927676 0.338829 -0.317437  0.19
17 H 2.784760 0.748231 1.078292  0.31

Force components x, y, z for each atom (eV/Å):
4.59 0.42 0.42
-3.43 -1.19 0.63
0.20 0.83 -2.24
1.48 2.06 1.34
-2.46 -4.93 0.45
4.54 -3.41 2.95
-4.91 -1.63 -4.52
3.47 -0.71 -0.09
-1.10 -0.52 -0.12
-0.81 -0.45 -0.80
-0.40 4.18 -1.73
1.54 0.33 -0.40
-0.16 0.15 1.00
-1.62 0.34 1.22
-0.09 1.46 1.57
-1.61 0.69 0.74
0.77 2.37 -0.43

Calculated values
HOMO in eV: -3.819
Spin multiplicity: 1
Orbital gap in eV: 6.54
DFT total energy in eV: -10455.1093
Lowest unoccupied orbital energy in eV: 2.7
Charge: -1
Energy above the lowest of the compared OMol25 structures with the same formula, charge and spin in kJ/mol: 859.53

=====

[4]
Below is a structure of composition C24H26Br4N2O12P3Re, with properties calculated with wB97M-V/def2-TZVPD.

Each line ends with the Mulliken charge.
Atoms and positions in Å:
1 Re 12.218064 12.260145 11.263796  2.80
2 Br 5.989611 11.082384 13.981332  -0.15
3 C 7.819489 11.209013 13.738512  0.36
4 C 8.711312 10.902892 14.840935  0.39
5 Br 8.042668 10.608608 16.600121  -0.13
6 C 10.074730 10.997951 14.705390  0.15
7 Br 11.275646 10.431621 16.023584  -0.14
8 C 10.659974 11.432523 13.473597  -0.19
9 O 11.958463 11.551323 13.234279  -0.81
10 C 9.731574 11.692772 12.331078  -0.17
11 O 10.324015 11.881616 11.118161  -0.72
12 C 8.329037 11.531330 12.500572  0.01
13 Br 7.222975 12.029093 11.096115  -0.11
14 O 12.865261 19.047418 15.660115  -0.50
15 C 12.958127 17.685465 15.872144  0.27
16 O 13.012932 17.250738 16.974071  -0.49
17 C 12.821524 16.777458 14.674648  1.39
18 C 12.596242 17.260745 13.415380  -1.23
19 C 12.273451 16.387648 12.426194  -1.38
20 C 12.154716 14.983853 12.670363  1.41
21 C 12.459209 14.476931 13.963856  -0.41
22 C 12.731470 15.436643 14.954933  -1.13
23 N 11.823983 14.202667 11.516707  0.06
24 C 11.351925 14.858714 10.415144  -0.69
25 C 11.532703 14.133914 9.207523  0.99
26 C 11.292162 14.562654 7.896535  -1.04
27 C 11.552118 13.677383 6.889356  -0.51
28 C 11.900733 12.328014 7.152759  -0.76
29 C 12.216620 11.968761 8.451248  -0.27
30 N 12.090724 12.881999 9.434137  0.18
31 H 13.137359 19.325957 14.703679  0.33
32 H 12.657260 18.314627 13.085644  0.09
33 H 12.163253 16.742350 11.369869  0.31
34 H 12.546336 13.391878 14.160720  0.74
35 H 12.999082 15.087751 15.993036  0.41
36 H 10.908943 15.887800 10.449514  0.71
37 H 10.936395 15.544154 7.778497  0.62
38 H 11.469050 13.950869 5.878141  0.51
39 H 12.076165 11.571060 6.351141  0.42
40 H 12.604419 10.977946 8.655799  0.47
41 C 17.538780 14.298867 10.374011  -1.58
42 C 16.294983 13.445293 10.168245  0.64
43 O 15.275766 14.190033 9.530996  -0.59
44 P 16.772976 11.807403 9.354074  0.77
45 O 17.821701 12.168960 8.176289  -0.55
46 O 17.755157 11.117916 10.389867  -0.59
47 O 15.487042 11.116916 9.000073  -0.53
48 P 15.570777 12.964090 11.772515  0.62
49 O 15.654112 14.310977 12.642285  -0.62
50 O 16.254202 11.833656 12.423000  -0.81
51 O 14.025220 12.727440 11.640604  -0.21
52 H 17.832303 14.878602 9.513384  0.40
53 H 18.360674 13.676739 10.733133  0.38
54 H 17.373803 15.039520 11.157157  0.38
55 H 14.577348 13.573164 9.210907  0.24
56 H 17.419371 12.121927 7.293677  0.36
57 H 17.284287 11.232147 11.286480  0.46
58 H 15.537287 13.983791 13.573489  0.32
59 C 11.697823 8.070747 12.253105  -0.93
60 P 13.142872 8.755399 11.470061  1.16
61 C 13.853758 7.714883 10.134451  -1.13
62 C 14.350558 8.875673 12.731122  -1.15
63 O 12.684998 10.177523 10.949157  -0.69
64 H 11.967125 7.238619 12.899202  0.45
65 H 10.928441 7.736091 11.529379  0.33
66 H 11.292552 8.824770 12.984399  0.02
67 H 13.530161 8.271395 9.224734  0.28
68 H 13.462175 6.665504 10.177700  0.43
69 H 14.957056 7.732033 10.199208  0.39
70 H 14.604956 7.931654 13.153770  0.51
71 H 14.235468 9.611460 13.551164  0.23
72 H 15.305146 9.201343 12.242801  0.21

Force components x, y, z for each atom (eV/Å):
-0.06 -3.14 3.94
-0.57 -0.03 0.22
1.27 -0.73 1.67
-1.42 0.68 -0.49
-0.14 -0.10 -0.61
1.20 0.35 -1.68
0.28 0.09 0.19
-2.87 0.05 -1.37
-0.26 0.60 -1.30
0.83 -1.26 1.92
-0.68 -0.13 1.08
1.77 0.74 0.01
-0.16 -0.01 -0.62
1.07 -0.19 -2.19
-0.16 1.05 -0.71
0.11 0.03 0.60
-0.30 0.92 1.35
-0.08 1.08 -1.21
-0.23 -1.44 -1.49
0.19 1.23 0.46
-0.06 0.45 -0.90
0.81 -2.03 0.66
-0.89 2.13 -1.47
0.32 -0.49 1.93
0.34 -1.30 -0.60
0.44 -0.99 1.62
0.09 -1.77 0.05
0.67 0.21 -0.32
-0.25 0.64 -1.34
-0.62 0.69 -2.18
-0.82 -0.95 2.58
0.05 -0.61 0.67
0.34 -0.11 1.49
-0.38 0.85 -0.08
-0.54 0.52 -1.24
0.53 -1.38 -0.07
-0.36 1.06 -0.53
-0.29 0.51 -1.10
-0.34 0.97 0.67
0.00 0.21 0.49
0.01 0.33 1.03
0.21 -0.66 0.06
-0.60 -0.36 -1.06
-0.45 0.22 -0.32
-1.07 -0.41 0.35
-1.10 0.54 -0.01
1.24 0.59 -0.03
-1.07 0.64 0.60
-0.18 -0.93 0.97
0.54 -0.76 0.22
2.40 0.15 -0.18
-0.01 -0.31 -0.63
0.04 0.03 -0.25
-0.16 -0.03 0.02
0.77 0.40 0.30
0.11 0.01 0.25
0.53 -0.30 -0.26
0.22 0.80 -0.78
-0.88 -0.14 0.49
-1.15 2.17 -0.20
-0.64 0.48 0.11
2.27 1.59 0.17
0.79 -0.85 -0.28
0.15 -0.36 -0.18
0.35 0.35 0.45
0.30 -0.40 -1.02
0.30 -0.80 0.34
0.31 1.02 -0.14
-0.60 0.01 -0.04
-0.13 -0.99 0.34
-0.63 -0.37 -0.58
-0.68 -0.10 0.18

Calculated values
HOMO (spin up / spin down) in eV: -10.124 / -10.219
Spin multiplicity: 4
Orbital gap (spin up / spin down) in eV: 5.10 / 4.63
DFT total energy in eV: -363027.6360
Lowest unoccupied orbital energy (spin up / spin down) in eV: -5.0 / -5.6
Charge: +1
Energy above the lowest of the compared OMol25 structures with the same formula, charge and spin in kJ/mol: 0.00